49
Properties=species:S:1:pos:R:3 method="wB97M-V/def2-TZVPD" multiplicity=1 total_charge=+1 e_above_lowest_ev=1.001 e_homo_ev="-11.4 / -11.4" homo_lumo_gap_ev="7.01 / 7.01" e_lumo_ev="-4.40 / -4.40"
Au -0.529 -0.067 -0.070
O -0.697 0.670 3.979
C -0.623 0.815 2.777
N -0.736 -0.250 1.896
C -0.814 -1.536 2.578
C -0.929 -2.733 1.660
C -0.912 -4.015 2.210
C -1.028 -5.106 1.376
C -1.156 -4.888 0.008
C -1.153 -3.587 -0.448
N -1.044 -2.526 0.359
C -0.431 2.208 2.207
C -0.253 3.281 3.073
C -0.022 4.530 2.524
C 0.046 4.659 1.145
C -0.135 3.524 0.367
N -0.389 2.331 0.890
H -1.690 -1.530 3.234
H 0.050 -1.668 3.239
H -0.807 -4.135 3.280
H -1.011 -6.109 1.777
H -1.255 -5.707 -0.688
H -1.245 -3.385 -1.508
H -0.292 3.106 4.138
H 0.121 5.391 3.163
H 0.236 5.614 0.678
H -0.058 3.578 -0.715
C -2.016 1.267 -2.182
N -0.880 0.329 -2.098
C -1.226 -0.935 -2.786
C 0.331 0.916 -2.748
C 1.546 0.565 -1.982
C 2.835 0.768 -2.468
C 3.927 0.480 -1.671
C 3.751 -0.010 -0.384
C 2.473 -0.218 0.119
C 1.407 0.068 -0.703
H -2.202 1.533 -3.224
H -1.796 2.164 -1.608
H -2.906 0.791 -1.772
H -1.475 -0.728 -3.830
H -2.085 -1.392 -2.300
H -0.369 -1.605 -2.749
H 0.209 2.000 -2.792
H 0.392 0.567 -3.782
H 2.978 1.154 -3.469
H 4.925 0.640 -2.053
H 4.608 -0.233 0.234
H 2.329 -0.590 1.121

***

20
Properties=species:S:1:pos:R:3 method="wB97M-V/def2-TZVPD" multiplicity=1 total_charge=+1 e_above_lowest_ev=4.123 e_homo_ev=-12.3 homo_lumo_gap_ev=6.31 e_lumo_ev=-5.97
C -2.323 0.315 -0.764
C -2.278 0.330 0.667
C 0.953 -1.388 0.009
C 0.195 0.897 0.144
C -0.590 -1.428 -0.111
C -1.034 -0.123 0.054
C 2.686 0.537 -0.110
N 1.355 0.014 -0.027
H -2.809 -0.482 -1.282
H -2.030 1.282 -1.388
H -2.206 1.219 1.201
H -2.904 -0.359 1.347
H 1.206 -2.030 0.940
H 1.483 -2.053 -0.698
H 0.288 1.798 -0.577
H 0.113 1.471 1.186
H -1.318 -2.134 -0.280
H 3.381 -0.274 -0.129
H 2.881 1.282 -0.953
H 2.948 1.126 0.770